Entry 1:
Here is a cluster of 3 separate species, C15H29NO6 in total in a non-equilibrium geometry from the OMol25 dataset. Energies are from ωB97M-V/def2-TZVPD.

ORCA input file:
```
! wB97M-V def2-TZVPD RIJCOSX def2/J DEFGRID3
* xyz 0 1
C -0.57 -1.12 5.32
C -1.94 -0.70 4.79
N -1.99 -0.79 3.33
C -2.76 -1.89 2.77
C -4.23 -1.91 3.09
O -4.83 -0.74 2.50
C -6.09 -0.47 2.96
O -7.01 -1.22 2.89
O -6.18 0.77 3.45
C -2.08 0.41 2.58
C -2.76 1.64 3.14
O -1.61 0.44 1.47
H 0.19 -0.37 5.07
H -0.60 -1.24 6.41
H -0.27 -2.07 4.88
H -2.14 0.32 5.12
H -2.70 -1.34 5.25
H -2.63 -1.86 1.69
H -2.33 -2.84 3.12
H -4.45 -1.95 4.16
H -4.67 -2.80 2.64
H -5.29 1.10 3.63
H -3.28 1.48 4.08
H -2.01 2.42 3.31
H -3.44 2.01 2.37
C 0.57 -0.27 -1.11
C 1.51 -0.47 -2.29
C 2.82 -0.81 -1.59
O 2.46 -1.49 -0.39
C 1.06 -1.35 -0.15
H -0.48 -0.37 -1.35
H 0.71 0.72 -0.66
H 1.18 -1.30 -2.90
H 1.60 0.41 -2.93
H 3.38 0.09 -1.34
H 3.47 -1.46 -2.18
H 0.56 -2.31 -0.35
H 0.90 -1.09 0.90
C 5.05 1.62 -6.43
C 3.60 2.10 -6.39
C 3.12 1.50 -5.08
O 4.25 1.45 -4.21
C 5.44 1.71 -4.96
H 5.70 2.22 -7.07
H 5.09 0.58 -6.77
H 3.57 3.19 -6.34
H 3.01 1.78 -7.25
H 2.74 0.48 -5.23
H 2.33 2.09 -4.60
H 5.81 2.71 -4.71
H 6.20 0.98 -4.67
*
```

- SMILES string: CCN(CCOC(=O)O)C(C)=O.C1CCOC1.C1CCOC1
- Energy: -1095.1145 Ha
- HOMO: -9.01 eV

---

Entry 2:
Here is a structure of composition C20H47CuN3O12 in a non-equilibrium geometry from the OMol25 dataset. Energies are from ωB97M-V/def2-TZVPD.

ORCA input file:
```
! wB97M-V def2-TZVPD RIJCOSX def2/J DEFGRID3
* xyz -1 1
Cu 0.57 -1.18 2.40
O -1.50 -0.68 7.33
C -0.40 -1.41 7.35
O -0.13 -1.91 8.45
O 0.32 -1.61 6.37
H -1.66 -0.96 8.23
O 4.33 -4.02 -0.39
C 3.74 -4.61 0.63
O 2.61 -4.36 1.06
O 4.40 -5.51 1.14
H 5.10 -4.55 -0.16
C -2.16 -1.42 -4.39
O -3.11 -0.71 -5.22
C -4.50 -0.90 -4.86
C -5.35 -0.05 -5.83
N -5.19 -0.52 -7.21
C -5.52 0.33 -8.38
C -5.63 -0.52 -9.69
O -5.36 0.31 -10.82
C -5.50 -0.45 -12.01
H -1.15 -1.31 -4.78
H -2.34 -2.48 -4.27
H -2.03 -0.91 -3.44
H -4.67 -0.48 -3.86
H -4.74 -1.96 -4.92
H -5.16 1.02 -5.73
H -6.38 -0.22 -5.53
H -4.26 -0.85 -7.41
H -4.77 1.12 -8.48
H -6.49 0.81 -8.21
H -6.62 -0.98 -9.75
H -4.86 -1.28 -9.70
H -6.47 -0.95 -12.04
H -4.66 -1.14 -12.07
H -5.45 0.21 -12.87
C 11.33 -0.75 4.14
O 9.95 -0.71 3.77
C 9.62 0.26 2.74
C 8.15 0.12 2.18
N 7.17 0.50 3.23
C 5.87 0.25 2.65
C 5.37 0.98 1.35
O 3.98 0.78 1.20
C 3.50 1.56 0.10
H 11.71 0.22 4.44
H 11.88 -1.06 3.26
H 11.37 -1.47 4.96
H 10.31 0.12 1.91
H 9.86 1.31 2.94
H 7.98 -0.91 1.87
H 8.10 0.83 1.36
H 7.32 -0.11 4.02
H 5.25 0.63 3.46
H 5.67 -0.83 2.61
H 5.94 0.48 0.57
H 5.60 2.05 1.38
H 3.95 2.56 0.05
H 2.42 1.67 0.11
H 3.75 1.03 -0.82
C -3.04 -2.36 2.15
O -2.79 -1.03 2.11
C -3.83 -0.29 2.69
C -3.35 1.12 2.75
N -2.12 1.35 3.56
C -1.80 2.71 3.92
C -2.81 3.51 4.83
O -3.96 3.85 4.07
C -5.07 4.31 4.81
H -3.12 -2.87 3.10
H -2.43 -2.91 1.44
H -4.04 -2.58 1.77
H -4.18 -0.62 3.68
H -4.73 -0.38 2.09
H -4.17 1.72 3.15
H -3.24 1.40 1.70
H -2.32 0.99 4.48
H -1.55 3.28 3.02
H -0.83 2.66 4.43
H -2.47 4.51 5.09
H -3.02 2.96 5.75
H -5.94 4.38 4.15
H -4.86 5.27 5.29
H -5.40 3.63 5.59
*
```

- Energy: -3497.5909 Ha
- HOMO: -4.59 eV

---

Entry 3:
Here is a structure of composition C48H120N8O16 in a non-equilibrium geometry from the OMol25 dataset. Energies are from ωB97M-V/def2-TZVPD.

ORCA input file:
```
! wB97M-V def2-TZVPD RIJCOSX def2/J DEFGRID3
* xyz 0 1
C 0.28 3.32 2.04
O 0.17 4.53 2.89
C 0.64 4.30 4.17
C 0.88 5.70 4.90
N -0.44 6.34 5.15
C -0.37 7.62 5.76
C 0.53 8.65 5.05
O 0.15 8.61 3.66
C 1.10 9.29 2.78
H 1.32 3.10 1.77
H -0.15 3.65 1.10
H -0.35 2.48 2.29
H 1.56 3.72 4.25
H -0.18 3.80 4.68
H 1.61 6.26 4.32
H 1.27 5.47 5.90
H -0.84 5.71 5.84
H 0.02 7.61 6.78
H -1.37 8.06 5.71
H 1.58 8.40 5.24
H 0.29 9.64 5.43
H 2.08 8.84 2.89
H 1.24 10.31 3.12
H 0.84 9.31 1.72
C 1.35 -0.77 2.13
O 1.59 0.43 1.41
C 0.41 1.27 1.23
C -0.72 0.56 0.42
N -0.19 0.07 -0.86
C -1.17 -0.76 -1.65
C -1.60 -2.08 -0.96
O -0.44 -2.80 -0.52
C -0.66 -4.16 -0.18
H 0.82 -1.51 1.53
H 0.77 -0.68 3.05
H 2.29 -1.23 2.44
H 0.80 2.07 0.59
H 0.19 1.78 2.16
H -1.57 1.21 0.23
H -1.07 -0.19 1.13
H 0.48 -0.61 -0.52
H -0.83 -0.93 -2.67
H -2.10 -0.19 -1.69
H -2.07 -2.68 -1.73
H -2.36 -1.85 -0.22
H 0.24 -4.74 0.03
H -1.17 -4.73 -0.96
H -1.23 -4.11 0.75
C 2.92 -2.61 -0.47
O 2.95 -3.71 0.46
C 2.93 -3.38 1.86
C 2.41 -4.53 2.64
N 1.04 -4.91 2.23
C 0.58 -6.11 2.86
C -0.82 -6.40 2.36
O -0.76 -6.70 0.94
C -2.09 -6.84 0.40
H 2.07 -1.94 -0.42
H 2.78 -3.10 -1.44
H 3.86 -2.07 -0.42
H 2.21 -2.64 2.21
H 3.92 -3.05 2.19
H 2.42 -4.42 3.72
H 3.01 -5.40 2.39
H 0.97 -5.09 1.24
H 0.57 -6.04 3.95
H 1.12 -7.03 2.65
H -1.54 -5.62 2.62
H -1.13 -7.30 2.89
H -1.91 -7.20 -0.62
H -2.70 -5.94 0.45
H -2.71 -7.60 0.87
C 8.99 -0.82 1.45
O 7.76 -0.64 0.85
C 6.96 -1.85 0.94
C 5.75 -1.56 0.05
N 4.93 -0.51 0.63
C 3.77 -0.15 -0.16
C 3.09 1.03 0.50
O 4.04 2.10 0.41
C 3.44 3.42 0.63
H 8.86 -0.76 2.53
H 9.76 -0.08 1.21
H 9.42 -1.82 1.35
H 6.74 -1.95 2.00
H 7.53 -2.73 0.63
H 5.27 -2.54 0.05
H 6.13 -1.26 -0.93
H 5.54 0.29 0.76
H 3.09 -1.01 -0.16
H 3.86 0.04 -1.23
H 2.88 0.87 1.56
H 2.16 1.31 0.01
H 2.84 3.49 1.53
H 2.75 3.67 -0.18
H 4.22 4.17 0.72
C 1.04 -2.35 -1.79
O 0.93 -2.19 -3.20
C 2.06 -1.57 -3.78
C 1.83 -1.57 -5.31
N 1.68 -2.95 -5.84
C 1.15 -2.94 -7.22
C 2.07 -2.25 -8.23
O 1.62 -2.62 -9.49
C 2.13 -1.93 -10.65
H 1.21 -1.43 -1.24
H 1.91 -2.96 -1.57
H 0.14 -2.86 -1.44
H 2.92 -2.17 -3.47
H 2.14 -0.54 -3.43
H 2.65 -1.05 -5.81
H 0.92 -0.98 -5.28
H 1.03 -3.27 -5.13
H 0.19 -2.42 -7.30
H 0.90 -3.97 -7.49
H 3.13 -2.49 -8.10
H 2.06 -1.17 -8.05
H 2.21 -0.87 -10.39
H 1.46 -2.08 -11.50
H 3.13 -2.18 -10.99
C -7.28 -0.06 1.09
O -5.86 -0.12 1.01
C -5.33 0.84 0.22
C -3.86 0.63 -0.16
N -3.57 -0.05 -1.44
C -4.34 -1.31 -1.55
C -4.03 -1.96 -2.97
O -4.53 -3.30 -3.02
C -3.91 -4.10 -3.99
H -7.79 -0.80 1.71
H -7.73 -0.25 0.12
H -7.58 0.93 1.43
H -5.41 1.83 0.65
H -5.91 0.96 -0.70
H -3.35 0.02 0.59
H -3.41 1.62 -0.13
H -3.80 0.56 -2.20
H -5.40 -1.09 -1.44
H -4.02 -1.93 -0.71
H -2.97 -1.92 -3.19
H -4.51 -1.52 -3.84
H -4.05 -3.68 -4.98
H -4.43 -5.06 -3.96
H -2.85 -4.25 -3.80
C -2.83 1.65 2.46
O -2.72 0.24 2.28
C -3.94 -0.47 2.53
C -3.59 -1.93 2.28
N -2.70 -2.34 3.40
C -2.04 -3.63 3.13
C -1.18 -4.15 4.31
O -0.20 -3.20 4.76
C 0.92 -3.24 3.95
H -3.36 1.87 3.39
H -3.39 2.04 1.60
H -1.83 2.09 2.46
H -4.64 -0.12 1.77
H -4.33 -0.19 3.50
H -3.00 -1.94 1.36
H -4.47 -2.54 2.09
H -2.06 -1.62 3.70
H -1.44 -3.51 2.22
H -2.74 -4.44 2.92
H -0.74 -5.07 3.94
H -1.90 -4.34 5.11
H 1.63 -2.42 4.03
H 0.71 -3.31 2.88
H 1.56 -4.03 4.34
C -2.10 7.82 -3.88
O -1.83 6.60 -3.18
C -1.06 5.70 -4.03
C -0.46 4.49 -3.30
N -1.51 3.70 -2.66
C -0.98 2.58 -1.82
C -0.41 3.00 -0.46
O -1.29 3.84 0.28
C -2.39 3.16 0.80
H -2.87 8.24 -3.23
H -2.51 7.63 -4.87
H -1.16 8.37 -3.82
H -0.24 6.21 -4.53
H -1.61 5.31 -4.89
H 0.31 4.74 -2.57
H 0.11 4.01 -4.09
H -2.05 4.31 -2.06
H -0.14 2.11 -2.34
H -1.62 1.72 -1.64
H 0.46 3.64 -0.62
H -0.18 2.18 0.22
H -2.15 2.39 1.54
H -3.04 2.71 0.04
H -3.10 3.81 1.31
*
```

- Energy: -3540.9007 Ha
- HOMO: -6.83 eV

---

Energy relative to the best compared isomer or geometry (same formula, charge and spin), respectively: 17.0 0.0 3851.8 kJ/mol.